44
Properties=species:S:1:pos:R:3:forces:R:3:nbo_charge:R:1 method="wB97M-V/def2-TZVPD" orbital_gap_ev=10.43 charge=0 smiles=C[C@@H](Br)C[SiH2]CCF.CC(C)O.CC(C)O fmax_ev_per_a=0.193 e_tot_ev=-96593.9297 lumo_energy_ev=0.6
C -2.008 0.208 -0.775 0.09 -0.12 -0.09 -0.6595
C -1.892 -0.334 0.639 -0.07 0.11 0.12 -0.1804
Br -2.919 -2.021 0.785 0.02 -0.02 -0.03 -0.0590
C -0.473 -0.576 1.122 -0.03 -0.05 0.03 -0.8816
Si 0.709 0.872 0.852 -0.02 0.02 0.07 1.1290
C 1.723 0.769 -0.731 0.02 0.02 -0.02 -0.8991
C 2.012 -0.637 -1.218 0.07 -0.13 -0.12 0.0636
F 0.862 -1.185 -1.810 0.05 0.07 0.09 -0.3890
H -1.292 -0.288 -1.432 -0.07 -0.01 0.00 0.2364
H -1.798 1.281 -0.773 0.06 -0.03 0.01 0.2182
H -3.005 0.064 -1.186 -0.03 0.06 0.06 0.2277
H -2.414 0.312 1.343 -0.01 0.03 -0.06 0.2119
H -0.488 -0.781 2.196 -0.02 -0.05 -0.03 0.2478
H -0.066 -1.471 0.641 0.02 0.09 -0.05 0.2545
H 1.659 0.893 1.994 0.01 -0.05 -0.01 -0.1816
H -0.059 2.139 0.895 0.03 0.04 0.01 -0.1762
H 1.261 1.343 -1.539 0.00 -0.06 -0.01 0.2456
H 2.689 1.244 -0.530 -0.04 0.03 0.00 0.2519
H 2.317 -1.316 -0.419 -0.02 0.05 -0.01 0.1706
H 2.798 -0.649 -1.975 -0.06 0.01 0.00 0.1775
C 7.096 -1.020 0.847 -0.02 0.01 0.02 -0.6309
C 6.222 -0.397 -0.228 0.01 -0.04 -0.08 0.0952
C 6.472 1.093 -0.384 -0.02 0.01 0.03 -0.6309
O 4.839 -0.656 0.027 -0.04 0.08 0.07 -0.7289
H 6.896 -0.552 1.815 0.01 0.00 0.00 0.1982
H 6.895 -2.088 0.932 0.00 0.00 0.00 0.2211
H 8.153 -0.880 0.620 0.00 0.00 0.00 0.2141
H 6.410 -0.897 -1.181 0.02 0.01 0.01 0.1752
H 6.255 1.613 0.554 0.01 0.01 -0.01 0.1985
H 5.836 1.509 -1.165 0.00 0.00 0.00 0.2167
H 7.513 1.290 -0.642 0.00 0.00 0.00 0.2150
H 4.615 -0.251 0.875 0.02 -0.03 0.00 0.4591
C -6.527 -0.360 -1.239 0.03 0.00 0.01 -0.6284
C -6.827 -0.123 0.233 -0.08 -0.01 0.00 0.0964
C -6.222 1.179 0.734 0.03 -0.01 0.00 -0.6289
O -6.393 -1.223 1.024 0.05 0.09 -0.01 -0.7263
H -5.446 -0.424 -1.394 0.00 -0.01 -0.01 0.1957
H -6.975 -1.295 -1.573 0.00 0.00 0.00 0.2196
H -6.909 0.455 -1.856 -0.01 0.00 0.00 0.2060
H -7.910 -0.094 0.377 0.01 0.02 -0.01 0.1700
H -5.133 1.152 0.620 0.00 0.01 0.00 0.1913
H -6.453 1.327 1.789 0.00 0.00 0.00 0.2183
H -6.597 2.033 0.169 0.00 0.00 0.00 0.2085
H -5.428 -1.260 0.968 -0.03 -0.11 0.02 0.4670